Computed, not measured: 11 unconnected molecules or ions with the total composition C54H100F18O27 in a non-equilibrium geometry, with wB97M-V/def2-TZVPD.

Computed properties:
2S+1: 1
ΔE to the lowest compared entry with this formula, charge and spin (kcal per mole): 183.0
Strongest force on any atom (eV/Å): 5.7
Total charge: 0
SMILES: CCOC(=O)C(F)(F)F.CCOC(=O)C(F)(F)F.CCOC(=O)C(F)(F)F.CCOC(=O)C(F)(F)F.CCOC(=O)C(F)(F)F.CCOC(=O)C(F)(F)F.COCCOCCOC.COCCOCCOC.COCCOCCOC.COCCOCCOC.COCCOCCOC
HOMO (eV): -9.188

Each atom is followed by the atoms it is bonded to, with distances in Å.
Atoms and positions in Å:
1 C -4.801 13.175 -2.640  O2 1.484, H10 1.090, H11 1.090, H12 1.090
2 O -5.051 12.478 -3.926  C1 1.484, C3 1.440
3 C -4.570 11.133 -4.102  O2 1.440, C4 1.497, H13 1.090, H14 1.090
4 C -4.622 10.042 -3.078  C3 1.497, O5 1.399, H15 1.090, H16 1.090
5 O -4.127 8.863 -3.646  C4 1.399, C6 1.395
6 C -5.119 7.887 -3.752  O5 1.395, C7 1.528, H17 1.090, H18 1.090
7 C -5.462 6.963 -2.585  C6 1.528, O8 1.379, H19 1.090, H20 1.090
8 O -4.477 6.347 -1.841  C7 1.379, C9 1.438
9 C -4.851 5.099 -1.232  O8 1.438, H21 1.090, H22 1.090, H23 1.090
10 H -5.179 14.182 -2.812  C1 1.090
11 H -3.742 13.159 -2.380  C1 1.090
12 H -5.308 12.604 -1.862  C1 1.090
13 H -3.520 11.309 -4.338  C3 1.090
14 H -5.082 10.672 -4.947  C3 1.090
15 H -5.566 9.952 -2.540  C4 1.090
16 H -3.957 10.281 -2.248  C4 1.090
17 H -4.851 7.323 -4.645  C6 1.090
18 H -6.000 8.310 -4.233  C6 1.090
19 H -6.044 6.184 -3.076  C7 1.090
20 H -6.091 7.409 -1.814  C7 1.090
21 H -5.712 5.130 -0.564  C9 1.090
22 H -4.081 4.808 -0.518  C9 1.090
23 H -4.993 4.233 -1.879  C9 1.090
24 C 1.382 -7.044 -3.800  O25 1.441, H33 1.090, H34 1.090, H35 1.090
25 O 2.257 -6.368 -4.724  C24 1.441, C26 1.422
26 C 3.672 -6.444 -4.604  O25 1.422, C27 1.626, H36 1.090, H37 1.090
27 C 4.368 -5.896 -3.241  C26 1.626, O28 1.444, H38 1.090, H39 1.090
28 O 5.770 -5.551 -3.246  C27 1.444, C29 1.401
29 C 6.618 -6.624 -3.552  O28 1.401, C30 1.528, H40 1.090, H41 1.090
30 C 7.056 -7.224 -2.216  C29 1.528, O31 1.411, H42 1.090, H43 1.090
31 O 6.041 -8.120 -1.819  C30 1.411, C32 1.382
32 C 6.319 -8.612 -0.558  O31 1.382, H44 1.090, H45 1.090, H46 1.090
33 H 1.353 -8.091 -4.102  C24 1.090
34 H 0.359 -6.669 -3.757  C24 1.090
35 H 1.736 -6.962 -2.773  C24 1.090
36 H 4.107 -5.933 -5.463  C26 1.090
37 H 3.956 -7.468 -4.847  C26 1.090
38 H 4.049 -6.561 -2.439  C27 1.090
39 H 3.784 -5.008 -2.997  C27 1.090
40 H 7.548 -6.151 -3.867  C29 1.090
41 H 6.157 -7.238 -4.326  C29 1.090
42 H 7.329 -6.429 -1.522  C30 1.090
43 H 7.960 -7.809 -2.384  C30 1.090
44 H 6.318 -7.755 0.115  C32 1.090
45 H 7.313 -9.044 -0.436  C32 1.090
46 H 5.673 -9.426 -0.228  C32 1.090
47 C -1.225 -0.927 -2.916  O48 1.435, H56 1.090, H57 1.090, H58 1.090
48 O -0.721 0.410 -3.041  C47 1.435, C49 1.469
49 C 0.045 0.746 -4.249  O48 1.469, C50 1.484, H59 1.090, H60 1.090
50 C -0.676 0.782 -5.545  C49 1.484, O51 1.356, H61 1.090, H62 1.090
51 O -1.366 1.941 -5.689  C50 1.356, C52 1.396
52 C -2.545 1.967 -4.942  O51 1.396, C53 1.522, H63 1.090, H64 1.090
53 C -3.300 3.266 -5.182  C52 1.522, O54 1.375, H65 1.090, H66 1.090
54 O -3.882 3.333 -6.427  C53 1.375, C55 1.463
55 C -3.062 4.064 -7.393  O54 1.463, H67 1.090, H68 1.090, H69 1.090
56 H -1.909 -1.070 -3.752  C47 1.090
57 H -1.599 -0.975 -1.893  C47 1.090
58 H -0.524 -1.751 -3.050  C47 1.090
59 H 0.735 -0.082 -4.406  C49 1.090
60 H 0.597 1.682 -4.161  C49 1.090
61 H -1.316 -0.094 -5.650  C50 1.090
62 H -0.015 0.864 -6.408  C50 1.090
63 H -2.312 1.983 -3.877  C52 1.090
64 H -3.095 1.117 -5.345  C52 1.090
65 H -2.652 4.110 -4.946  C53 1.090
66 H -4.092 3.307 -4.434  C53 1.090
67 H -3.776 4.212 -8.203  C55 1.090
68 H -2.197 3.609 -7.877  C55 1.090
69 H -2.921 5.052 -6.957  C55 1.090
70 C 1.224 -8.747 6.835  O71 1.390, H79 1.090, H80 1.090, H81 1.090
71 O 0.856 -7.709 5.987  C70 1.390, C72 1.475
72 C 0.892 -6.339 6.532  O71 1.475, C73 1.599, H82 1.090, H83 1.090
73 C 0.450 -5.203 5.497  C72 1.599, O74 1.449, H84 1.090, H85 1.090
74 O -0.964 -5.140 5.188  C73 1.449, C75 1.391
75 C -1.238 -5.012 3.830  O74 1.391, C76 1.588, H86 1.090, H87 1.090
76 C -2.771 -5.387 3.657  C75 1.588, O77 1.463, H88 1.090, H89 1.090
77 O -3.160 -6.782 3.863  C76 1.463, C78 1.436
78 C -3.285 -7.190 5.233  O77 1.436, H90 1.090, H91 1.090, H92 1.090
79 H 1.087 -9.671 6.274  C70 1.090
80 H 0.701 -8.675 7.788  C70 1.090
81 H 2.287 -8.558 6.991  C70 1.090
82 H 1.869 -6.095 6.948  C72 1.090
83 H 0.118 -6.192 7.285  C72 1.090
84 H 1.013 -5.369 4.578  C73 1.090
85 H 0.901 -4.283 5.869  C73 1.090
86 H -0.704 -5.761 3.245  C75 1.090
87 H -0.983 -4.044 3.398  C75 1.090
88 H -3.356 -4.969 2.838  C76 1.090
89 H -3.192 -4.792 4.467  C76 1.090
90 H -2.351 -7.237 5.794  C78 1.090
91 H -3.735 -8.176 5.123  C78 1.090
92 H -3.832 -6.455 5.824  C78 1.090
93 C -1.464 2.714 0.095  O94 1.459, H102 1.090, H103 1.090, H104 1.090
94 O -0.303 3.025 0.923  C93 1.459, C95 1.485
95 C 0.667 1.926 1.161  O94 1.485, C96 1.499, H105 1.090, H106 1.090
96 C 1.037 1.055 -0.003  C95 1.499, O97 1.417, H107 1.090, H108 1.090
97 O 1.478 -0.242 0.356  C96 1.417, C98 1.484
98 C 1.933 -1.139 -0.736  O97 1.484, C99 1.526, H109 1.090, H110 1.090
99 C 2.254 -2.552 -0.261  C98 1.526, O100 1.412, H111 1.090, H112 1.090
100 O 1.202 -3.116 0.494  C99 1.412, C101 1.408
101 C 0.026 -3.447 -0.207  O100 1.408, H113 1.090, H114 1.090, H115 1.090
102 H -2.158 3.538 0.258  C93 1.090
103 H -1.966 1.756 0.230  C93 1.090
104 H -1.182 2.744 -0.958  C93 1.090
105 H 0.281 1.449 2.061  C95 1.090
106 H 1.558 2.486 1.446  C95 1.090
107 H 1.945 1.516 -0.393  C96 1.090
108 H 0.317 1.090 -0.820  C96 1.090
109 H 2.930 -0.818 -1.040  C98 1.090
110 H 1.278 -1.114 -1.607  C98 1.090
111 H 3.161 -2.506 0.342  C99 1.090
112 H 2.546 -3.214 -1.077  C99 1.090
113 H -0.810 -3.684 0.451  C101 1.090
114 H 0.006 -4.258 -0.934  C101 1.090
115 H -0.306 -2.564 -0.753  C101 1.090
116 C 5.726 3.955 -1.329  C117 1.551, H125 1.090, H126 1.090, H127 1.090
117 C 4.719 3.406 -0.285  C116 1.551, O118 1.470, H128 1.090, H129 1.090
118 O 5.434 2.272 0.318  C117 1.470, C119 1.332
119 C 5.496 1.097 -0.305  O118 1.332, O120 1.231, C121 1.487
120 O 5.162 0.915 -1.476  C119 1.231
121 C 6.167 -0.001 0.440  C119 1.487, F122 1.344, F123 1.337, F124 1.327
122 F 5.259 -0.925 0.800  C121 1.344
123 F 7.177 -0.546 -0.244  C121 1.337
124 F 6.760 0.496 1.517  C121 1.327
125 H 5.597 3.495 -2.308  C116 1.090
126 H 6.761 4.073 -1.008  C116 1.090
127 H 5.439 4.975 -1.584  C116 1.090
128 H 3.789 3.126 -0.780  C117 1.090
129 H 4.460 4.180 0.438  C117 1.090
130 C 1.198 -0.405 4.727  C131 1.526, H139 1.090, H140 1.090, H141 1.090
131 C 2.064 0.736 4.202  C130 1.526, O132 1.357, H142 1.090, H143 1.090
132 O 2.998 1.201 5.070  C131 1.357, C133 1.396
133 C 4.230 0.549 5.145  O132 1.396, O134 1.269, C135 1.497
134 O 4.775 -0.133 4.224  C133 1.269
135 C 4.992 0.738 6.419  C133 1.497, F136 1.408, F137 1.371, F138 1.348
136 F 5.988 1.731 6.340  C135 1.408
137 F 4.198 1.036 7.496  C135 1.371
138 F 5.655 -0.398 6.712  C135 1.348
139 H 0.400 -0.036 5.371  C130 1.090
140 H 1.823 -1.029 5.367  C130 1.090
141 H 0.697 -1.053 4.009  C130 1.090
142 H 1.484 1.551 3.770  C131 1.090
143 H 2.588 0.453 3.289  C131 1.090
144 C -0.005 7.446 6.235  C145 1.556, H153 1.090, H154 1.090, H155 1.090
145 C -0.372 6.439 5.108  C144 1.556, O146 1.456, H156 1.090, H157 1.090
146 O 0.841 6.413 4.303  C145 1.456, C147 1.338
147 C 1.234 5.331 3.621  O146 1.338, O148 1.238, C149 1.565
148 O 0.641 4.248 3.698  C147 1.238
149 C 2.389 5.582 2.595  C147 1.565, F150 1.329, F151 1.377, F152 1.365
150 F 3.101 6.667 2.878  C149 1.329
151 F 3.216 4.500 2.392  C149 1.377
152 F 1.750 5.835 1.415  C149 1.365
153 H -0.656 7.378 7.107  C144 1.090
154 H -0.126 8.476 5.899  C144 1.090
155 H 1.017 7.495 6.611  C144 1.090
156 H -1.275 6.725 4.570  C145 1.090
157 H -0.497 5.488 5.626  C145 1.090
158 C -5.725 -5.243 -0.978  C159 1.613, H167 1.090, H168 1.090, H169 1.090
159 C -5.166 -4.619 0.400  C158 1.613, O160 1.397, H170 1.090, H171 1.090
160 O -5.146 -3.224 0.447  C159 1.397, C161 1.312
161 C -4.040 -2.569 0.184  O160 1.312, O162 1.265, C163 1.590
162 O -2.994 -3.168 -0.199  C161 1.265
163 C -4.184 -0.987 0.240  C161 1.590, F164 1.296, F165 1.357, F166 1.360
164 F -3.899 -0.509 -0.931  C163 1.296
165 F -5.488 -0.690 0.471  C163 1.357
166 F -3.490 -0.391 1.247  C163 1.360
167 H -6.676 -4.805 -1.282  C158 1.090
168 H -5.922 -6.313 -0.902  C158 1.090
169 H -4.980 -5.068 -1.754  C158 1.090
170 H -4.165 -5.030 0.536  C159 1.090
171 H -5.939 -4.918 1.108  C159 1.090
172 C -1.553 -7.487 -0.933  C173 1.543, H181 1.090, H182 1.090, H183 1.090
173 C -0.867 -7.584 0.446  C172 1.543, O174 1.387, H184 1.090, H185 1.090
174 O 0.442 -7.131 0.384  C173 1.387, C175 1.361
175 C 1.347 -7.172 1.400  O174 1.361, O176 1.209, C177 1.596
176 O 1.055 -7.459 2.537  C175 1.209
177 C 2.865 -7.047 0.922  C175 1.596, F178 1.365, F179 1.296, F180 1.358
178 F 2.989 -7.346 -0.404  C177 1.365
179 F 3.206 -5.840 1.248  C177 1.296
180 F 3.649 -7.922 1.603  C177 1.358
181 H -1.192 -6.551 -1.359  C172 1.090
182 H -2.599 -7.471 -0.625  C172 1.090
183 H -1.370 -8.273 -1.666  C172 1.090
184 H -0.780 -8.618 0.777  C173 1.090
185 H -1.432 -6.973 1.149  C173 1.090
186 C -2.147 6.674 1.887  C187 1.571, H195 1.090, H196 1.090, H197 1.090
187 C -2.097 7.471 0.534  C186 1.571, O188 1.445, H198 1.090, H199 1.090
188 O -1.491 6.666 -0.502  C187 1.445, C189 1.397
189 C -1.225 7.372 -1.677  O188 1.397, O190 1.250, C191 1.575
190 O -1.122 8.610 -1.813  C189 1.250
191 C -0.920 6.422 -2.896  C189 1.575, F192 1.296, F193 1.330, F194 1.361
192 F -1.863 6.657 -3.754  C191 1.296
193 F 0.251 6.776 -3.419  C191 1.330
194 F -0.812 5.140 -2.453  C191 1.361
195 H -1.129 6.289 1.942  C186 1.090
196 H -2.946 5.935 1.944  C186 1.090
197 H -2.394 7.329 2.722  C186 1.090
198 H -1.585 8.433 0.525  C187 1.090
199 H -3.129 7.626 0.220  C187 1.090